Density functional theory data (wB97M-V/def2-TZVPD) for a molecular structure, C12H18GeN3OOsS.

The geometry in ORCA input format:
```
! RIJCOSX wB97M-V def2-TZVPD def2/J DEFGRID3
* xyz 1 5
Os 0.202 0.183 0.329
N -3.918 1.260 -0.713
C -2.655 0.823 -0.652
S -1.788 1.129 0.878
N -2.123 0.221 -1.653
N -0.834 -0.213 -1.501
C -0.287 -0.680 -2.586
C 1.020 -1.232 -2.726
C 1.375 -1.811 -3.957
C 2.610 -2.377 -4.149
C 3.536 -2.385 -3.102
C 3.226 -1.817 -1.888
C 1.978 -1.215 -1.680
O 1.734 -0.637 -0.516
H -4.332 1.766 0.047
H -4.427 1.172 -1.577
H -0.919 -0.668 -3.470
H 0.649 -1.813 -4.761
H 2.864 -2.815 -5.104
H 4.506 -2.839 -3.249
H 3.929 -1.813 -1.065
C -0.020 -0.096 3.847
Ge 1.759 0.340 3.114
C 2.625 -1.335 2.545
C 2.880 1.497 4.245
C 1.392 1.428 1.459
H 0.057 -0.656 4.778
H -0.564 -0.714 3.127
H -0.603 0.807 4.035
H 2.871 -1.954 3.407
H 3.541 -1.135 1.990
H 1.947 -1.899 1.903
H 3.113 0.988 5.179
H 2.353 2.424 4.466
H 3.808 1.732 3.726
H 2.325 1.631 0.930
H 0.903 2.370 1.709
*
```

The calculation puts the max |F| at 1.2 eV/A. For the HOMO-LUMO gap (alpha / beta), the calculation gives 8.028 / 5.833 eV. The calculation puts the LUMO energy (alpha / beta) at -3.572 / -5.923 eV. Its total energy is -89064.0282 eV. Its molar mass is 515.20 g/mol.



Density functional theory data (wB97M-V/def2-TZVPD) for 4 unconnected molecules or ions with the total composition C4H9NO2.

The geometry in ORCA input format:
```
! RIJCOSX wB97M-V def2-TZVPD def2/J DEFGRID3
* xyz 0 1
N 1.044 0.555 1.477
C 1.199 -0.739 1.067
O 1.926 -1.553 1.603
C 0.316 -1.119 -0.096
C -1.033 -0.789 -0.054
C -1.304 1.064 -0.969
O -0.210 1.657 -1.204
H 1.691 0.868 2.186
H 0.723 1.243 0.803
H 1.069 -0.118 -1.115
H 0.671 -1.962 -0.682
H -1.725 -1.386 -0.641
H -1.415 -0.425 0.893
H -1.880 0.661 -1.812
H -1.893 1.396 -0.108
H 0.823 0.649 -1.347
*
```

The calculation puts the max |F| at 0.4 eV/A. For the HOMO-LUMO gap, the calculation gives 9.744 eV. The calculation puts the LUMO energy at -0.127 eV. Its total energy is -9875.5476 eV. Its molar mass is 103.12 g/mol. Its energy above the lowest of the compared OMol25 structures with the same formula, charge and spin is 104.1 kcal/mol.



Density functional theory data (wB97M-V/def2-TZVPD) for a molecular structure, C9H15IN4PtS2.

The geometry in ORCA input format:
```
! RIJCOSX wB97M-V def2-TZVPD def2/J DEFGRID3
* xyz 2 5
C -0.925 0.793 -2.027
C -1.095 -0.929 -1.807
H -1.925 1.107 -1.903
H -0.494 0.963 -3.175
H -0.500 1.775 -1.569
H -1.139 -1.871 -1.252
H -2.203 -0.997 -2.090
H -0.432 -1.316 -2.585
Pt 0.264 0.018 0.240
C 1.986 0.215 -0.841
H 2.504 -0.759 -0.921
H 2.667 0.920 -0.336
H 1.801 0.588 -1.869
I -2.169 -0.117 1.255
N -0.130 3.131 0.935
C 0.536 2.473 1.858
N 0.840 1.170 1.828
C 1.401 0.693 3.027
C 1.561 1.717 3.969
S 1.014 3.254 3.336
C 1.606 -0.687 2.911
C 2.064 -1.757 3.719
S 1.992 -3.270 2.842
C 1.333 -2.433 1.466
N 1.189 -1.132 1.639
N 1.094 -3.101 0.343
H -0.225 4.105 1.148
H -0.711 2.711 0.223
H 2.018 1.420 4.912
H 2.292 -1.478 4.741
H 1.319 -4.067 0.406
H 0.814 -2.679 -0.544
*
```

The calculation puts the max |F| at 3.5 eV/A. For the HOMO-LUMO gap (alpha / beta), the calculation gives 5.047 / 4.747 eV. The calculation puts the LUMO energy (alpha / beta) at -7.775 / -10.413 eV. Its total energy is -48531.6527 eV. Its molar mass is 565.36 g/mol. Its energy above the lowest of the compared OMol25 structures with the same formula, charge and spin is 34.5 kcal/mol.